Entry 1:
Molecular formula: C27H46ClFN8O5
Method: DFT, ωB97M-V with the def2-TZVPD basis set

Values from the calculation:
Calculated total energy, a.u.: -2430.7625
Total charge: 0
Gap between HOMO and LUMO, eV: 9.710

The geometry in XYZ format:
```
88
Properties=species:S:1:pos:R:3:forces:R:3
C -0.171 1.745 3.029 1.214 -0.366 0.127
C 0.221 0.339 2.534 -1.032 0.271 0.203
F -0.721 -0.543 3.154 0.369 0.082 -0.140
C 0.065 0.148 1.009 -0.027 0.596 0.129
C 1.390 0.349 0.193 -0.813 -0.016 0.825
C 2.227 1.348 0.909 0.759 0.343 -0.471
N 2.908 2.158 1.376 -0.789 -0.802 -0.262
C 2.140 -0.980 -0.126 -0.469 0.155 -1.005
Cl 1.983 -2.163 1.204 0.162 0.059 0.017
C 1.451 -1.576 -1.321 -0.284 -0.944 -0.578
N 1.002 -2.127 -2.240 0.554 0.941 1.265
C 3.587 -0.752 -0.572 0.213 0.032 0.265
C 4.612 -1.602 -0.249 -0.048 -1.801 1.217
C 5.927 -1.411 -0.644 -0.347 0.984 -0.771
C 6.130 -0.290 -1.442 0.251 -1.038 0.711
C 5.020 0.479 -1.733 1.034 1.933 -1.356
N 3.783 0.317 -1.330 -0.573 -0.392 0.204
H -0.115 2.470 2.211 -0.284 -0.051 0.183
H -1.139 1.724 3.553 0.488 0.082 -0.721
H 0.591 2.035 3.767 -0.310 0.181 -0.097
H 1.195 0.032 2.926 -0.103 -0.044 -0.255
H -0.631 0.926 0.665 0.117 -0.271 0.036
H -0.425 -0.811 0.815 0.386 0.025 -0.118
H 1.079 0.762 -0.776 0.423 0.115 0.147
H 4.380 -2.478 0.353 0.044 0.175 -0.065
H 6.725 -2.095 -0.384 -0.142 0.024 0.083
H 7.113 -0.033 -1.818 -0.213 0.101 -0.088
H 5.197 1.332 -2.386 -0.206 -0.091 0.104
C 4.857 -0.064 -7.012 0.055 0.043 -0.008
C 4.605 0.041 -5.528 -0.102 0.029 0.320
O 5.265 0.776 -4.806 0.165 0.069 -0.150
N 3.609 -0.713 -5.000 0.231 0.011 -0.294
C 2.720 -1.636 -5.680 -0.052 0.111 0.477
H 5.678 0.595 -7.278 -0.006 0.020 0.113
H 5.130 -1.085 -7.280 -0.116 0.002 -0.096
H 3.971 0.242 -7.569 0.002 -0.133 -0.061
H 3.496 -0.590 -4.004 -0.121 0.030 -0.019
H 1.690 -1.310 -5.533 -0.047 -0.124 -0.114
H 2.838 -2.629 -5.243 -0.110 -0.069 -0.144
H 2.931 -1.687 -6.743 0.065 0.055 0.019
C -2.365 0.418 6.701 0.057 0.024 0.013
C -3.005 1.007 5.470 0.018 0.168 -0.196
O -2.474 1.904 4.829 -0.408 -0.007 0.454
N -4.205 0.507 5.081 0.198 -0.090 0.234
C -4.983 -0.550 5.704 -0.155 0.227 -0.477
H -1.418 0.918 6.880 -0.034 0.055 -0.097
H -3.007 0.567 7.570 0.005 -0.145 0.020
H -2.175 -0.646 6.556 -0.077 -0.022 0.105
H -4.572 0.946 4.252 -0.017 0.007 0.016
H -5.131 -1.357 4.983 -0.048 -0.147 0.172
H -5.959 -0.152 5.989 -0.019 -0.152 0.126
H -4.489 -0.947 6.584 0.053 0.047 -0.024
C -2.892 1.054 -2.347 0.082 0.104 0.014
C -3.141 1.168 -0.866 0.064 0.171 0.180
O -2.481 1.907 -0.146 0.007 -0.039 -0.115
N -4.137 0.414 -0.331 0.121 -0.014 -0.243
C -5.024 -0.515 -1.009 -0.013 0.110 0.519
H -2.069 1.711 -2.619 0.039 -0.048 0.075
H -2.617 0.031 -2.607 -0.086 0.011 -0.112
H -3.779 1.356 -2.907 -0.010 -0.146 -0.050
H -4.247 0.541 0.663 -0.012 0.008 -0.005
H -6.056 -0.191 -0.865 -0.055 -0.125 -0.153
H -4.904 -1.507 -0.570 -0.100 -0.084 -0.170
H -4.812 -0.567 -2.072 0.059 0.049 0.022
C 0.163 4.399 -4.176 -0.019 -0.042 -0.054
C 0.548 3.359 -3.155 0.078 -0.366 0.125
O 0.456 2.157 -3.379 -0.141 0.012 -0.088
N 1.008 3.786 -1.957 -0.086 0.223 -0.200
C 1.199 5.146 -1.490 0.098 -0.392 0.289
H -0.184 3.900 -5.076 0.030 -0.090 0.063
H -0.644 5.026 -3.793 0.090 0.113 -0.015
H 1.024 5.017 -4.431 -0.079 0.113 0.039
H 1.242 3.035 -1.327 0.080 0.056 0.038
H 2.248 5.287 -1.227 -0.030 0.183 -0.003
H 0.591 5.303 -0.597 0.019 0.186 -0.027
H 0.918 5.873 -2.246 -0.020 -0.067 -0.045
C -2.828 -5.625 3.812 -0.045 -0.041 0.027
C -3.633 -4.430 3.363 -0.253 0.145 -0.046
O -4.836 -4.344 3.568 0.009 -0.035 0.072
N -2.975 -3.436 2.716 0.107 -0.358 0.113
C -1.563 -3.348 2.382 -0.259 0.424 -0.072
H -3.489 -6.328 4.311 -0.077 0.084 -0.028
H -2.375 -6.122 2.954 0.136 0.025 0.067
H -2.053 -5.318 4.515 0.102 -0.060 -0.098
H -3.574 -2.672 2.446 0.045 0.042 0.009
H -1.151 -2.454 2.849 0.153 -0.262 -0.112
H -1.462 -3.250 1.298 0.192 -0.107 0.011
H -1.007 -4.218 2.717 -0.139 -0.075 -0.006
```
Forces are in eV/Å.

Charges in e, computed with Löwdin, in the same order as the atoms: atom 1 (C): -0.021, atom 2 (C): -0.343, atom 3 (F): -0.090, atom 4 (C): -0.119, atom 5 (C): -0.257, atom 6 (C): -0.198, atom 7 (N): 0.200, atom 8 (C): -0.646, atom 9 (Cl): 0.797, atom 10 (C): -0.206, atom 11 (N): 0.189, atom 12 (C): -0.313, atom 13 (C): -0.050, atom 14 (C): -0.032, atom 15 (C): -0.036, atom 16 (C): -0.144, atom 17 (N): 0.146, atom 18 (H): 0.079, atom 19 (H): 0.045, atom 20 (H): 0.084, atom 21 (H): 0.118, atom 22 (H): 0.092, atom 23 (H): 0.103, atom 24 (H): 0.133, atom 25 (H): 0.082, atom 26 (H): 0.112, atom 27 (H): 0.114, atom 28 (H): 0.106, atom 29 (C): -0.012, atom 30 (C): -0.544, atom 31 (O): 0.017, atom 32 (N): 0.021, atom 33 (C): -0.076, atom 34 (H): 0.080, atom 35 (H): 0.083, atom 36 (H): 0.084, atom 37 (H): 0.119, atom 38 (H): 0.083, atom 39 (H): 0.081, atom 40 (H): 0.070, atom 41 (C): -0.003, atom 42 (C): -0.534, atom 43 (O): 0.006, atom 44 (N): 0.014, atom 45 (C): -0.066, atom 46 (H): 0.085, atom 47 (H): 0.085, atom 48 (H): 0.085, atom 49 (H): 0.137, atom 50 (H): 0.078, atom 51 (H): 0.083, atom 52 (H): 0.074, atom 53 (C): 0.002, atom 54 (C): -0.543, atom 55 (O): 0.016, atom 56 (N): 0.008, atom 57 (C): -0.073, atom 58 (H): 0.065, atom 59 (H): 0.090, atom 60 (H): 0.087, atom 61 (H): 0.135, atom 62 (H): 0.083, atom 63 (H): 0.080, atom 64 (H): 0.073, atom 65 (C): -0.009, atom 66 (C): -0.553, atom 67 (O): 0.009, atom 68 (N): 0.022, atom 69 (C): -0.066, atom 70 (H): 0.081, atom 71 (H): 0.085, atom 72 (H): 0.085, atom 73 (H): 0.115, atom 74 (H): 0.086, atom 75 (H): 0.085, atom 76 (H): 0.072, atom 77 (C): -0.012, atom 78 (C): -0.561, atom 79 (O): 0.014, atom 80 (N): 0.016, atom 81 (C): -0.077, atom 82 (H): 0.081, atom 83 (H): 0.084, atom 84 (H): 0.083, atom 85 (H): 0.131, atom 86 (H): 0.055, atom 87 (H): 0.082, atom 88 (H): 0.076



Entry 2:
Molecular formula: C5H5F3N2O2S
Method: DFT, ωB97M-V with the def2-TZVPD basis set

Values from the calculation:
Calculated total energy, a.u.: -1151.1999
Total charge: 0
Gap between HOMO and LUMO, eV: 9.201
Relative energy (zero: lowest compared OMol25 entry of this formula, charge and spin), kcal/mol: 10.1

The geometry in XYZ format:
```
18
Properties=species:S:1:pos:R:3:forces:R:3
C 1.810 -1.330 0.376 0.883 -0.357 0.253
C 3.240 -1.178 -0.015 -2.423 1.240 1.382
C 3.828 0.022 -0.135 0.130 0.136 -1.120
C 2.570 1.922 0.551 -1.643 3.403 1.268
C -1.377 -0.007 -0.266 -1.412 -3.598 -0.815
N 3.179 1.239 -0.246 1.518 -1.939 -1.365
N 1.052 -0.337 0.515 -1.567 0.466 0.566
O -0.668 0.305 2.218 -0.349 -0.001 0.364
O -0.756 -2.030 1.397 -0.337 0.125 -0.594
F 3.878 -2.311 0.028 1.380 -1.375 -0.517
F 5.092 0.090 -0.578 -0.221 -0.047 0.610
F 2.475 1.799 1.904 0.100 -0.223 -1.480
S -0.545 -0.633 1.149 2.611 1.591 -0.170
H 1.416 -2.320 0.638 0.531 -0.185 -0.229
H 2.074 2.877 0.132 0.564 -1.549 1.314
H -2.443 -0.304 0.043 1.180 0.646 -1.103
H -1.277 1.021 -0.573 0.314 0.219 0.537
H -0.954 -0.738 -1.075 -1.258 1.447 1.097
```
Forces are in eV/Å.

Charges in e, computed with Löwdin, in the same order as the atoms: atom 1 (C): -0.095, atom 2 (C): -0.217, atom 3 (C): -0.241, atom 4 (C): -0.203, atom 5 (C): -0.162, atom 6 (N): 0.161, atom 7 (N): -0.059, atom 8 (O): -0.303, atom 9 (O): -0.298, atom 10 (F): 0.115, atom 11 (F): 0.114, atom 12 (F): 0.059, atom 13 (S): 0.571, atom 14 (H): 0.129, atom 15 (H): 0.166, atom 16 (H): 0.096, atom 17 (H): 0.062, atom 18 (H): 0.105



Entry 3:
Molecular formula: C5H8N2O3
Method: DFT, ωB97M-V with the def2-TZVPD basis set

Values from the calculation:
Calculated total energy, a.u.: -530.4398
Total charge: 0
Gap between HOMO and LUMO, eV: 9.361
Relative energy (zero: lowest compared OMol25 entry of this formula, charge and spin), kcal/mol: 86.3

The geometry in XYZ format:
```
18
Properties=species:S:1:pos:R:3:forces:R:3
C 4.762 -0.341 11.406 0.121 0.057 0.192
C 4.410 -0.662 10.002 0.033 -0.480 -0.394
N 4.332 -1.817 9.417 -0.013 -0.006 0.278
C 3.873 -1.551 8.135 0.416 0.425 -0.227
C 3.678 -0.215 8.022 0.553 0.144 -0.537
N 3.387 0.632 6.957 1.304 -0.924 -1.270
C 4.754 1.339 6.024 1.231 0.608 2.173
O 5.940 1.174 6.211 -3.777 -0.709 -0.420
O 4.088 0.361 9.186 -0.522 0.434 0.642
H 3.903 0.110 11.923 0.215 -0.132 -0.137
H 5.052 -1.260 11.926 -0.065 0.237 -0.158
H 5.591 0.380 11.440 -0.201 -0.207 0.008
H 3.889 -2.281 7.330 -0.398 0.058 0.398
H 2.594 1.256 7.071 0.394 0.258 0.234
H 4.328 2.334 5.790 -0.138 -0.735 -0.707
H 3.162 -0.224 5.683 2.898 1.096 -1.587
O 3.858 0.028 4.626 -2.677 -0.182 2.504
H 3.092 0.607 4.438 0.626 0.057 -0.992
```
Forces are in eV/Å.

Charges in e, computed with Löwdin, in the same order as the atoms: atom 1 (C): 0.003, atom 2 (C): -0.405, atom 3 (N): 0.128, atom 4 (C): -0.051, atom 5 (C): -0.362, atom 6 (N): 0.021, atom 7 (C): -0.180, atom 8 (O): 0.073, atom 9 (O): 0.111, atom 10 (H): 0.089, atom 11 (H): 0.089, atom 12 (H): 0.090, atom 13 (H): 0.119, atom 14 (H): 0.116, atom 15 (H): 0.130, atom 16 (H): 0.202, atom 17 (O): -0.198, atom 18 (H): 0.023



Entry 4:
Molecular formula: C22H24N4O3PdS3
Method: DFT, ωB97M-V with the def2-TZVPD basis set

Values from the calculation:
Calculated total energy, a.u.: -2619.9608
Total charge: -2
Gap between HOMO and LUMO, eV: 4.354

The geometry in XYZ format:
```
57
Properties=species:S:1:pos:R:3:forces:R:3
Pd 0.577 -0.423 -0.272 0.479 0.181 -0.015
C 4.505 3.303 -2.647 -0.050 -0.028 0.015
C 4.261 1.977 -3.366 -0.107 0.041 0.043
N 2.896 1.808 -3.826 -0.105 0.030 0.037
C 2.576 2.277 -5.165 -0.044 0.059 0.105
C 1.907 3.652 -5.229 0.009 -0.036 0.014
C 1.888 1.284 -3.008 0.060 0.136 -0.040
S 2.335 0.708 -1.457 -0.350 -0.084 -0.204
N 0.704 1.291 -3.621 0.060 -0.089 -0.187
C -0.482 0.970 -3.054 0.289 -0.162 -0.184
O -0.789 0.885 -1.878 -0.327 0.366 0.214
C -1.588 0.720 -4.068 0.003 0.123 -0.156
C -2.826 0.294 -3.602 -0.155 -0.086 0.064
C -3.888 0.102 -4.477 0.044 0.001 -0.012
C -3.727 0.339 -5.837 0.042 -0.004 0.052
C -2.491 0.759 -6.311 0.022 -0.008 0.016
C -1.430 0.944 -5.432 0.030 0.008 -0.059
H 5.536 3.362 -2.281 -0.065 -0.002 -0.025
H 3.828 3.372 -1.792 0.062 0.009 -0.054
H 4.324 4.153 -3.312 0.022 -0.024 0.044
H 4.491 1.159 -2.688 0.027 -0.067 0.036
H 4.919 1.896 -4.237 0.004 -0.013 -0.008
H 1.920 1.548 -5.639 -0.015 -0.033 -0.004
H 3.513 2.309 -5.730 0.020 -0.040 0.003
H 0.998 3.638 -4.628 0.040 0.007 -0.035
H 1.641 3.892 -6.266 0.019 0.005 0.075
H 2.571 4.435 -4.854 -0.047 -0.033 -0.009
H -2.931 0.121 -2.538 0.021 0.028 -0.028
H -4.846 -0.233 -4.099 -0.004 -0.005 0.027
H -4.557 0.197 -6.519 0.011 -0.004 -0.001
H -2.355 0.941 -7.371 0.022 0.015 -0.014
H -0.460 1.271 -5.784 -0.024 0.005 -0.002
O -1.624 2.245 4.282 0.289 -0.125 -0.877
C -1.768 1.111 4.965 -0.027 -0.459 0.153
C -2.293 1.158 6.264 0.010 -0.022 -0.046
C -2.441 0.000 7.008 0.018 0.004 -0.022
C -2.070 -1.231 6.475 0.006 0.035 0.020
C -1.558 -1.284 5.184 -0.072 0.063 0.045
C -1.404 -0.140 4.409 -0.012 0.068 0.127
C -0.799 -0.201 3.023 0.258 0.103 -0.338
O -0.425 0.898 2.506 -0.462 0.130 0.185
N -0.690 -1.422 2.560 -0.085 -0.560 0.067
N -0.175 -1.628 1.292 0.224 0.593 0.441
C 0.476 -2.714 1.144 -0.151 -0.082 0.379
S 1.267 -3.017 -0.389 0.032 -0.418 0.022
C 1.579 -4.849 0.032 0.007 0.355 -0.129
C 0.668 -5.259 1.167 0.105 0.038 0.153
S 0.700 -3.939 2.428 -0.183 -0.015 -0.272
H -1.162 1.918 3.395 0.056 0.166 0.487
H -2.573 2.125 6.669 0.016 -0.009 -0.030
H -2.841 0.060 8.015 0.004 -0.004 -0.016
H -2.166 -2.135 7.065 -0.018 -0.006 -0.027
H -1.260 -2.224 4.735 0.001 0.010 0.002
H 2.628 -4.928 0.322 -0.031 -0.113 -0.009
H 1.396 -5.426 -0.878 0.022 -0.007 0.061
H 0.967 -6.190 1.656 0.005 0.013 -0.063
H -0.361 -5.356 0.817 -0.006 -0.051 -0.019
```
Forces are in eV/Å.

Charges in e, computed with Löwdin, in the same order as the atoms: atom 1 (Pd): 0.158, atom 2 (C): -0.096, atom 3 (C): -0.295, atom 4 (N): -0.159, atom 5 (C): -0.246, atom 6 (C): -0.093, atom 7 (C): -0.726, atom 8 (S): 0.617, atom 9 (N): 0.064, atom 10 (C): -0.491, atom 11 (O): -0.044, atom 12 (C): -0.125, atom 13 (C): -0.025, atom 14 (C): -0.103, atom 15 (C): -0.130, atom 16 (C): -0.114, atom 17 (C): -0.041, atom 18 (H): 0.062, atom 19 (H): 0.060, atom 20 (H): 0.051, atom 21 (H): 0.053, atom 22 (H): 0.099, atom 23 (H): 0.092, atom 24 (H): 0.100, atom 25 (H): 0.064, atom 26 (H): 0.061, atom 27 (H): 0.051, atom 28 (H): 0.116, atom 29 (H): 0.090, atom 30 (H): 0.083, atom 31 (H): 0.085, atom 32 (H): 0.088, atom 33 (O): 0.013, atom 34 (C): -0.303, atom 35 (C): -0.049, atom 36 (C): -0.139, atom 37 (C): -0.133, atom 38 (C): -0.049, atom 39 (C): -0.074, atom 40 (C): -0.474, atom 41 (O): -0.057, atom 42 (N): 0.000, atom 43 (N): -0.190, atom 44 (C): -0.964, atom 45 (S): 0.749, atom 46 (C): -0.532, atom 47 (C): -0.581, atom 48 (S): 0.826, atom 49 (H): 0.082, atom 50 (H): 0.098, atom 51 (H): 0.081, atom 52 (H): 0.078, atom 53 (H): 0.092, atom 54 (H): 0.049, atom 55 (H): 0.050, atom 56 (H): 0.054, atom 57 (H): 0.064



Q: Which of these has the highest calculated total energy?
A: C5H8N2O3